Entry 1
Molecular formula: C4H9N3
Method: DFT, ωB97M-V/def2-TZVPD

Geometry as XYZ:
```
16
Properties=species:S:1:pos:R:3:lowdin_charge:R:1
N -1.2287 -1.3222 1.3175 0.0509
N -1.3408 0.9183 1.9809 0.0648
N 0.5399 -0.3322 -2.0181 -0.0306
C 1.4246 0.1676 -1.1054 -0.3138
C 1.4817 1.4740 -0.8354 0.0058
C -1.3709 -0.0734 1.0630 -0.4120
C 0.1549 -1.5454 -1.7997 -0.0372
H -0.5572 -2.0201 -2.4935 0.0731
H -1.0927 1.8404 1.6374 0.0870
H 2.1916 1.8646 -0.1166 0.0470
H -1.5410 0.2829 0.0327 0.1095
H 0.4859 -2.1580 -0.9418 0.0728
H 0.8163 2.1688 -1.3366 0.0555
H -0.9530 0.7032 2.8898 0.0932
H -1.1164 -1.4530 2.3249 0.0290
H 2.1059 -0.5154 -0.5991 0.1051
```

SMILES: [H]/N=C\N.C=CN=C
HOMO in eV: -9.190
Orbital gap in eV: 9.90
Lowest unoccupied orbital energy in hartree: 0.0260
Multiplicity: 1

---

Entry 2
Molecular formula: C4H9N3
Method: DFT, ωB97M-V/def2-TZVPD

Geometry as XYZ:
```
16
Properties=species:S:1:pos:R:3:lowdin_charge:R:1
N 1.8121 -0.6905 0.7276 0.1567
N -0.5595 -0.5089 -1.7659 -0.0384
N 1.2505 1.4154 -0.0308 0.1804
C 0.8544 0.2113 0.4286 -0.4495
C -1.6517 0.5236 0.1526 -0.1675
C -1.3223 -0.6765 -0.6635 -0.3589
C -0.4698 -0.0533 0.8801 -0.1785
H -0.5974 -0.5035 1.8607 0.1076
H 2.6897 -0.6054 0.2336 0.1070
H -0.2464 -1.4213 -2.1044 -0.0080
H -1.8759 -1.5974 -0.4433 0.1145
H -1.5280 1.4761 -0.3632 0.0950
H -2.5731 0.4427 0.7243 0.1032
H 2.2305 1.5813 -0.2138 0.1132
H 1.4773 -1.6261 0.9056 0.1152
H 0.5096 2.0326 -0.3282 0.1079
```

HOMO in eV: -6.320
Orbital gap in eV: 7.09
Lowest unoccupied orbital energy in hartree: 0.0284
Multiplicity: 1

---

Stability comparison, relative energies in kJ/mol: entry 1 0.0; entry 2 88.5

---

Entry 1
Molecular formula: C5H13NP
Method: DFT, ωB97M-V/def2-TZVPD

Geometry as XYZ:
```
20
Properties=species:S:1:pos:R:3:lowdin_charge:R:1
P -0.0345 0.2154 1.0195 0.9871
N -0.6296 1.7151 0.4599 -0.1267
C 1.7926 0.9666 -0.8083 -0.1513
C -1.7918 1.5109 0.0257 -0.0686
C -0.6062 -2.0125 -0.9104 -0.1028
C 1.7000 0.6959 0.7063 -0.3273
C -0.9394 -1.3312 0.4382 -0.3242
H 2.4165 1.8597 -0.8972 0.0937
H -2.5123 2.2781 0.1077 0.0869
H -1.4609 -2.5809 -1.2243 0.0743
H -2.0051 -1.0151 0.5141 0.0770
H -2.2013 0.5137 -0.2108 0.0639
H -0.5361 0.2243 2.3519 0.0752
H -0.2483 -1.2558 -1.6370 0.0761
H 1.9274 1.6859 1.2771 0.1331
H 0.2423 -2.7176 -0.8612 0.0895
H 2.2075 0.1515 -1.3830 0.0780
H 0.8875 1.1171 -1.3419 0.0427
H 2.4650 -0.1314 0.9761 0.1207
H -0.6733 -1.8897 1.3976 0.1028
```

Charge: +1
HOMO in eV: -14.939
Orbital gap in eV: 10.97
Lowest unoccupied orbital energy in hartree: -0.1458
Multiplicity: 1

---

Entry 2
Molecular formula: C5H13NP
Method: DFT, ωB97M-V/def2-TZVPD

Geometry as XYZ:
```
20
Properties=species:S:1:pos:R:3:lowdin_charge:R:1
P 0.1567 -1.6039 -1.3434 0.9588
N -0.2825 0.7718 -0.1248 -0.2071
C 0.2004 -0.5180 0.2087 -0.6035
C 0.7400 1.5755 -0.9434 0.0310
C 0.0571 -1.1809 1.5649 -0.1099
C -1.6614 0.7680 -0.6525 -0.0290
C 1.4815 -0.7463 1.2438 -0.0417
H -2.1185 1.7841 -0.3757 0.1399
H 1.9184 0.0816 1.7627 0.0937
H -0.2347 -0.7013 2.4880 0.1141
H 1.7702 1.3611 -0.7678 0.0893
H 0.5359 1.2626 -1.9859 0.0948
H -2.2494 -0.0653 -0.0656 0.1538
H -0.3064 1.2082 0.7354 0.1399
H 1.5129 -1.8141 -1.3079 -0.0898
H -1.9248 0.5849 -1.6367 0.0603
H -0.0974 -2.2312 1.6952 0.1032
H 0.5927 2.7268 -0.9389 0.1453
H -0.1087 -2.8493 -1.0706 -0.1364
H 2.2627 -1.3760 0.8157 0.0931
```

SMILES: C[NH+](C)C1(P)CC1
Charge: +1
HOMO in eV: -13.455
Orbital gap in eV: 10.56
Lowest unoccupied orbital energy in hartree: -0.1062
Multiplicity: 1

---

Stability comparison, relative energies in kJ/mol: entry 1 0.0; entry 2 128.7

---

Entry 1
Molecular formula: C17H19F3N2O9
Method: DFT, ωB97M-V/def2-TZVPD

Geometry as XYZ:
```
50
Properties=species:S:1:pos:R:3:lowdin_charge:R:1
F 0.6145 -1.5503 2.4157 0.0614
F 3.9367 3.4784 6.2554 0.0738
F -2.4091 -1.0846 -4.2323 0.0493
O 2.0489 -0.0361 5.2411 0.2016
O 1.7466 2.1647 4.8735 0.0556
O -3.4838 0.7140 -3.3955 0.1395
O 3.7925 1.4073 5.3395 0.1224
O -1.9517 -0.4726 -0.2989 0.1767
O -1.7479 1.7490 -2.4540 0.0646
O -0.6457 0.7530 1.0578 0.1003
O 0.1302 -1.1652 0.2437 0.1364
O -3.8336 2.3854 -1.9149 0.1970
N -4.2081 -3.3235 -1.8069 0.0051
N 3.2428 2.0426 -1.0329 0.0085
C 0.9879 -0.8393 1.2954 -0.2954
C -4.9772 -5.0866 -2.8756 -0.1212
C -0.9321 -0.3070 0.2818 -0.5408
C 3.2041 0.7392 -1.4609 -0.1230
C 2.4665 1.0632 5.2156 -0.5407
C -1.2044 0.6804 -3.2266 -0.0585
C 3.7893 -0.0274 -0.4904 -0.1216
C 2.6786 3.0835 4.2746 -0.0452
C 3.8678 2.1149 0.1769 -0.1560
C -2.3747 0.2844 -4.1207 -0.3042
C 0.7218 0.6342 1.4661 -0.0399
C 4.2060 0.8370 0.5568 -0.1115
C 3.9288 2.7828 5.0861 -0.3132
C -5.9775 -4.6257 -1.9870 -0.1196
C -3.0939 1.6899 -2.5121 -0.5491
C -3.8902 -4.2550 -2.7575 -0.1391
C -5.4721 -3.5317 -1.3395 -0.1416
H -5.0206 -5.9185 -3.5604 0.0859
H -0.3344 1.0290 -3.7776 0.1332
H 4.0645 3.0557 0.6623 0.1060
H 4.7571 0.6089 1.4540 0.0966
H -6.9216 -5.0967 -1.7724 0.0868
H 2.7767 2.7776 3.2322 0.1229
H 2.0164 -1.1233 1.1087 0.1446
H 3.9488 -1.0932 -0.4493 0.1018
H -2.3456 0.6832 -5.1331 0.1682
H 0.8496 1.1108 2.4337 0.1333
H -2.9291 -4.1938 -3.2362 0.1015
H 3.0008 2.8364 -1.5978 0.1485
H -0.9374 -0.1669 -2.5967 0.1231
H 2.3508 4.1131 4.3672 0.1435
H 4.8734 2.9408 4.5689 0.1674
H 1.3493 1.2040 0.7696 0.1167
H -3.5680 -2.6543 -1.4140 0.1325
H -5.8380 -2.9313 -0.5248 0.1065
H 2.7463 0.5199 -2.4087 0.1093
```

SMILES: O=C1OC[C@@H](F)O1.O=C1OC[C@@H](F)O1.O=C1OC[C@@H](F)O1.c1cc[nH]c1.c1cc[nH]c1
HOMO in eV: -7.843
Orbital gap in eV: 7.87
Lowest unoccupied orbital energy in hartree: 0.0009
Multiplicity: 1

---

Entry 2
Molecular formula: C17H19F3N2O9
Method: DFT, ωB97M-V/def2-TZVPD

Geometry as XYZ:
```
50
Properties=species:S:1:pos:R:3:lowdin_charge:R:1
F 26.4352 26.9139 -3.1711 0.0443
F 24.3374 23.9846 -1.1614 0.0183
F 24.9922 26.1858 9.0984 0.0495
O 27.5999 28.8812 -1.3440 0.0840
O 24.2212 22.0407 -0.0466 0.1279
O 24.2620 24.0688 6.7556 0.0785
O 24.9556 25.4009 4.9998 0.2756
O 27.2377 27.9381 0.6845 -0.0171
O 23.2466 20.3960 1.3541 0.1504
O 24.2735 26.2591 6.9353 0.1939
O 22.1069 21.7453 -0.0108 0.0843
O 25.8210 27.5607 -1.1100 0.0842
N 28.0916 29.5521 3.5279 -0.0051
N 25.1757 25.2495 3.1809 0.0247
C 25.3322 26.4955 1.1310 -0.0700
C 28.2531 28.8104 4.6573 -0.1377
C 25.3159 26.4928 2.5766 -0.1397
C 23.7894 22.7230 -1.1393 -0.2936
C 25.8674 27.9737 -2.4703 -0.2459
C 24.0604 24.1950 8.1508 -0.0312
C 26.8310 29.1495 -2.5257 -0.0451
C 22.2691 22.8184 -0.8688 -0.0472
C 24.0089 25.7287 8.2344 -0.2350
C 24.5391 25.2704 6.1296 -0.3716
C 24.9345 24.4429 2.1086 -0.1328
C 27.7945 28.7293 2.4571 -0.1389
C 24.9167 25.1513 0.8783 -0.0791
C 26.9175 28.0798 -0.4814 -0.4370
C 27.9308 27.4631 4.2910 -0.0987
C 23.2014 21.3122 0.5464 -0.5022
C 27.7167 27.3945 2.8900 -0.1119
H 27.5377 26.5521 2.2383 0.1058
H 28.1330 30.5612 3.5251 0.1399
H 21.6881 22.8269 -1.7910 0.1408
H 25.5522 27.3375 3.2067 0.0943
H 22.0379 23.6818 -0.2449 0.1470
H 25.6412 27.3518 0.5498 0.0504
H 28.3378 29.3050 5.6136 0.0896
H 23.0912 23.7876 8.4387 0.1412
H 26.3932 30.1422 -2.4214 0.1360
H 24.8481 24.6876 -0.0946 0.0116
H 27.3994 29.2210 -3.4530 0.1407
H 24.8504 23.3767 2.2590 0.0850
H 27.6782 29.2282 1.5063 0.1073
H 23.0703 26.1912 8.5399 0.1693
H 27.9870 26.6971 5.0502 0.0777
H 25.2370 24.9952 4.1564 -0.2019
H 24.8708 28.1785 -2.8613 0.1690
H 24.9160 23.7071 8.6176 0.1490
H 24.0234 22.2718 -2.1036 0.1716
```

HOMO in eV: -5.690
Orbital gap in eV: 6.11
Lowest unoccupied orbital energy in hartree: 0.0155
Multiplicity: 1

---

Stability comparison, relative energies in kJ/mol: entry 1 0.0; entry 2 1106.9

---

Entry 1
Molecular formula: C2H2FN3S
Method: DFT, ωB97M-V/def2-TZVPD

Geometry as XYZ:
```
9
Properties=species:S:1:pos:R:3:lowdin_charge:R:1
S -0.3966 -1.1469 1.8856 0.7026
F -1.6169 -0.9642 -1.1031 0.0349
N 0.8633 1.3342 -0.9995 0.0058
N -0.1240 0.7090 -1.5420 0.0585
N 0.8857 0.9608 0.3585 0.0139
C -0.5204 -0.2093 -0.7673 -0.4261
C -0.0314 0.0356 0.5200 -0.5937
H -0.7619 -2.1232 0.7500 0.0021
H 1.7021 1.4039 0.8977 0.2020
```

SMILES: Fc1nn[nH]c1S
HOMO in eV: -9.140
Orbital gap in eV: 9.28
Lowest unoccupied orbital energy in hartree: 0.0051
Multiplicity: 1

---

Entry 2
Molecular formula: C2H2FN3S
Method: DFT, ωB97M-V/def2-TZVPD

Geometry as XYZ:
```
9
Properties=species:S:1:pos:R:3:lowdin_charge:R:1
S 0.5320 -1.9103 0.4160 0.7391
F 1.9504 0.4512 0.1335 0.0770
N -1.3384 0.9624 -0.2157 0.0723
N 0.1299 0.7444 1.4393 0.0462
N -0.9203 1.2835 1.1403 0.0276
C 0.6991 0.1028 0.2823 -0.7313
C -0.3660 0.3538 -0.7502 -0.1892
H -0.4583 -0.0890 -1.7164 0.1039
H -0.2284 -1.8988 -0.7290 -0.1456
```

SMILES: F[C@]1(S)C=NN=N1
HOMO in eV: -10.459
Orbital gap in eV: 9.27
Lowest unoccupied orbital energy in hartree: -0.0435
Multiplicity: 1

---

Stability comparison, relative energies in kJ/mol: entry 1 0.0; entry 2 40.3